Entry from the Open Molecules 2025 dataset: a structure of composition C38H50BiN11O2 (ωB97M-V/def2-TZVPD).

XYZ file:
```
102
Properties=species:S:1:pos:R:3:forces:R:3
Bi -0.308520 0.163390 0.002304 0.4 -0.3 -0.1
C -2.419630 -4.012513 0.018078 0.1 0.1 -0.1
C -2.895094 -4.234709 1.312222 0.1 0.2 -0.1
C -2.583669 -3.326634 2.293708 0.0 0.1 -0.2
C -1.806423 -2.192897 1.979031 -0.4 -0.8 -0.5
N -1.406943 -1.968321 0.713760 0.0 0.2 0.5
C -1.701102 -2.863350 -0.227505 -0.1 -0.6 -0.1
N -1.403042 -1.446926 3.026535 0.5 0.5 1.1
C -1.052747 -0.217382 3.076803 -0.4 -0.5 0.1
N -1.112770 0.738609 2.089049 -0.3 -0.2 -0.6
C -0.704999 1.930865 2.618895 -0.4 0.7 -0.3
N -0.707041 3.075881 2.041056 0.5 -0.2 1.4
C -0.956082 3.357641 0.759706 -0.2 0.5 -1.0
C -1.394485 4.676630 0.514675 -0.1 -0.2 -0.2
C -1.515985 5.135962 -0.767424 0.1 -0.2 0.0
C -1.138908 4.285740 -1.812157 0.0 -0.1 0.1
C -0.736675 3.009360 -1.509772 -0.1 0.5 -0.5
N -0.694233 2.514436 -0.264872 -0.2 0.2 0.6
C -0.322716 1.753410 4.012939 0.1 -0.7 0.6
C 0.174928 2.629746 4.957967 -0.1 -0.1 -0.1
C 0.486687 2.104439 6.206701 0.0 0.1 -0.1
C 0.279499 0.762047 6.496153 0.0 -0.1 0.0
C -0.253810 -0.112095 5.554617 -0.1 0.0 -0.2
C -0.542294 0.400087 4.304966 0.3 0.8 0.3
H -2.609644 -4.716225 -0.774216 0.0 -0.1 -0.1
H -3.482427 -5.109045 1.543134 0.0 -0.1 0.0
H -2.898460 -3.457459 3.315498 0.0 0.0 0.1
H -1.325176 -2.628518 -1.210703 0.0 -0.1 -0.2
H -1.595278 5.291772 1.375588 0.0 0.1 0.1
H -1.857225 6.137513 -0.967672 0.0 0.2 0.0
H -1.132528 4.622406 -2.835187 0.0 0.0 -0.1
H -0.396003 2.356846 -2.292229 -0.1 0.0 -0.1
H 0.311166 3.677583 4.742037 0.0 0.1 -0.1
H 0.898621 2.749461 6.967164 0.0 0.1 0.1
H 0.535291 0.393128 7.476572 0.0 -0.1 0.1
H -0.433681 -1.148061 5.789215 0.0 -0.2 0.0
C -4.767454 0.205068 -3.225455 -0.4 -0.1 0.2
N -3.372446 0.601353 -3.158716 0.2 0.0 0.2
C -2.967038 1.447160 -4.262699 0.2 0.2 -0.3
C -2.598170 0.304756 -2.102870 0.2 0.0 -0.2
N -1.304943 0.107587 -2.097467 0.1 -0.1 0.5
C -0.406699 0.117585 -3.170217 0.5 0.0 -0.9
C -0.750871 -0.332158 -4.446968 0.3 -0.1 0.1
C 0.036096 -0.035185 -5.544478 -0.1 -0.1 0.0
C 1.150955 0.773440 -5.376114 0.0 -0.1 0.0
C 1.585707 1.087496 -4.104687 -0.3 0.0 0.0
C 0.889320 0.657254 -2.967301 0.1 0.0 -1.0
N 1.411109 0.825200 -1.697288 -0.3 0.1 0.6
C 2.707128 0.766815 -1.441880 0.2 0.0 -0.2
N 3.618496 0.124704 -2.215054 -0.1 0.1 0.1
C 3.276529 -0.999684 -3.050352 -0.1 -0.3 -0.2
C 4.964152 0.623349 -2.419889 0.2 0.1 0.0
N 3.180344 1.355301 -0.319562 0.0 -0.2 -0.1
C 4.222346 0.735874 0.473340 0.3 0.0 0.1
C 2.421884 2.347252 0.399476 -0.1 0.3 -0.2
N -3.132878 0.334100 -0.785227 0.0 0.0 0.1
C -3.951123 -0.766389 -0.293823 -0.3 -0.4 0.1
C -3.756743 1.617986 -0.476185 -0.2 0.3 0.1
H -5.003546 -0.023647 -4.264930 0.0 0.0 0.0
H -5.435903 1.000147 -2.890257 0.0 0.0 0.0
H -4.948312 -0.695101 -2.648445 0.0 0.0 0.0
H -2.803175 0.886663 -5.184453 0.0 0.0 0.1
H -2.063743 1.995946 -4.019175 0.1 0.0 0.0
H -3.773940 2.160489 -4.436752 0.0 0.0 0.0
H -1.647643 -0.922317 -4.554018 -0.2 0.0 -0.1
H -0.237787 -0.393500 -6.523415 -0.1 0.0 -0.1
H 1.710691 1.120711 -6.228905 0.1 0.0 -0.1
H 2.481542 1.674832 -3.963098 0.1 0.0 0.0
H 2.296633 -1.369853 -2.768818 0.1 -0.1 -0.1
H 4.015753 -1.789093 -2.894896 0.0 0.0 0.0
H 3.274457 -0.736105 -4.112132 0.0 0.0 0.1
H 5.092905 1.589485 -1.940676 0.0 0.0 0.0
H 5.128182 0.737396 -3.495196 0.0 0.1 0.0
H 5.719778 -0.069887 -2.044138 0.0 0.0 0.0
H 5.065007 1.411454 0.618551 0.0 0.0 0.0
H 4.569985 -0.176900 0.003864 0.0 -0.1 0.0
H 3.808953 0.489435 1.450096 0.0 -0.1 0.1
H 1.776326 2.887967 -0.285974 0.0 0.0 0.1
H 3.118963 3.050530 0.859618 -0.1 -0.1 0.1
H 1.811126 1.892958 1.189354 0.0 0.1 0.1
H -3.682495 -1.698000 -0.785277 -0.1 0.0 0.1
H -5.021354 -0.584002 -0.442083 0.1 0.0 -0.1
H -3.781411 -0.870876 0.778178 -0.1 0.0 0.0
H -4.822441 1.639092 -0.721761 0.0 0.0 0.0
H -3.255021 2.413352 -1.020337 0.0 0.1 0.0
H -3.652049 1.799407 0.592265 0.0 0.0 0.1
C 1.969724 -1.168406 2.670794 0.1 0.0 0.3
O 1.838707 -1.407123 1.279948 -0.2 0.0 -0.5
C 1.736433 -2.795260 0.991605 0.1 -0.4 -0.4
C 2.072506 -3.115132 -0.465248 0.1 0.1 0.5
O 1.114772 -2.594392 -1.371707 -0.2 0.3 0.3
C 0.832153 -3.453851 -2.463992 0.0 0.0 -0.1
H 2.943098 -1.517840 3.030610 0.0 0.0 0.0
H 1.183930 -1.670571 3.242079 0.0 0.0 -0.1
H 1.891892 -0.092766 2.825807 0.0 0.0 0.1
H 0.723828 -3.148612 1.225311 0.2 0.0 0.0
H 2.451921 -3.349079 1.614838 -0.1 0.1 -0.1
H 2.109679 -4.206980 -0.551408 0.0 0.1 0.0
H 3.065100 -2.713790 -0.707546 0.0 0.0 0.0
H 1.739600 -3.746911 -2.999811 0.0 0.0 0.0
H 0.188039 -2.891867 -3.139401 0.0 -0.1 -0.1
H 0.315112 -4.358519 -2.131039 0.0 0.0 0.0
```
Positions in Å, forces in eV/Å.

Calculated values
ΔE to the lowest compared entry with this formula, charge and spin: 0.00 kJ/mol
total charge: +2


Entry from the Open Molecules 2025 dataset: a structure of composition C38H50CdClGeN2Sb2SiTe (ωB97M-V/def2-TZVPD).

XYZ file:
```
97
Properties=species:S:1:pos:R:3:forces:R:3
Cd -0.358326 -0.294464 -1.379919 0.1 -0.2 -0.3
C -2.921271 -0.835130 2.000546 0.0 0.0 0.0
Sb -2.869031 0.752689 0.542478 0.0 -0.1 0.3
C -2.009088 3.490336 -1.360872 0.1 0.1 0.0
C -3.757014 2.276707 1.884343 -0.2 0.0 0.0
C -3.610890 2.050841 3.350523 -0.1 -0.1 -0.1
C -4.500546 1.199196 4.008616 0.0 0.0 0.0
C -4.383211 0.910234 5.359013 0.0 0.0 0.0
C -3.354272 1.487588 6.089101 0.0 0.0 0.0
C -2.483855 2.362774 5.457359 0.0 0.0 0.0
C -2.597497 2.671943 4.100654 0.0 -0.1 0.0
C -1.672646 3.648895 3.469696 0.0 0.1 0.0
Sb -0.239264 2.801913 2.066793 0.1 -0.1 0.0
C 1.250870 4.284745 2.535827 -0.1 0.0 0.0
C 0.485215 1.432214 3.628316 0.0 0.0 0.0
H -3.947732 -1.008653 2.324253 0.0 0.0 0.0
H -2.326339 -0.573736 2.876042 0.0 0.0 0.0
H -2.529076 -1.741530 1.544941 0.0 0.0 0.0
H -1.725452 3.740894 -2.380195 0.0 0.0 0.0
H -1.391858 2.655213 -1.023959 0.1 0.1 -0.1
H -3.054084 3.183028 -1.345713 0.0 0.0 0.0
H -4.815219 2.232805 1.613984 0.0 0.0 0.0
H -3.368815 3.240799 1.546577 0.0 0.0 0.0
H -5.301700 0.746463 3.433961 0.0 0.0 0.0
H -5.086925 0.236564 5.833776 0.0 0.0 0.0
H -3.235910 1.268692 7.143972 0.0 0.0 0.0
H -1.692503 2.837683 6.027345 0.0 0.0 0.0
H -1.073393 4.159901 4.226293 0.0 0.0 0.0
H -2.207922 4.393529 2.879909 0.0 0.0 0.0
H 1.464436 4.245472 3.605837 0.0 0.0 0.0
H 0.839965 5.252968 2.255455 0.0 0.0 0.0
H 2.161742 4.104450 1.969822 0.1 0.0 -0.1
H 0.444247 1.898266 4.615721 0.0 0.0 0.0
H 1.518927 1.159100 3.410642 0.0 0.0 0.0
H -0.120742 0.524298 3.643827 0.0 0.0 0.0
C 1.576407 -2.614614 1.445015 0.0 0.0 0.0
C 0.313592 -3.174757 0.855555 0.0 -0.1 0.0
C -0.125775 -4.448632 1.180171 0.0 0.0 0.0
C -1.293610 -4.903170 0.562873 0.0 0.0 0.0
C -1.990828 -4.096242 -0.298093 0.0 0.0 0.0
C -1.522631 -2.773781 -0.558805 0.0 0.0 0.0
N -0.340716 -2.387553 0.004662 0.0 0.0 0.1
N -2.129818 -1.838731 -1.284793 0.2 0.1 0.0
Si -3.543629 -2.039264 -2.250995 0.0 0.0 0.0
C -5.000375 -2.721686 -1.241423 0.0 0.0 0.0
C -3.212262 -3.205191 -3.690142 0.0 0.0 0.0
C -4.146973 -0.402453 -2.918637 0.0 0.0 0.0
H 1.778285 -3.047724 2.425168 0.0 0.0 0.0
H 1.479034 -1.535395 1.546696 0.0 0.0 0.0
H 2.427769 -2.825865 0.793523 0.0 0.0 0.0
H 0.426745 -5.059730 1.881033 0.0 0.0 0.0
H -1.662091 -5.902511 0.771477 0.0 0.0 0.0
H -2.898578 -4.447809 -0.765832 0.0 0.0 0.0
H -4.900027 -3.766939 -0.944992 0.0 0.0 0.0
H -5.921413 -2.628036 -1.825491 0.0 0.0 0.0
H -5.123148 -2.126212 -0.331768 0.0 0.0 0.0
H -2.868945 -4.185241 -3.348613 0.0 0.0 0.0
H -2.427736 -2.766258 -4.311104 0.0 0.0 0.0
H -4.105249 -3.349893 -4.305465 0.0 0.0 0.0
H -4.531426 0.235866 -2.120073 0.0 0.0 0.0
H -4.962649 -0.587330 -3.625623 0.0 0.0 0.0
H -3.345993 0.126542 -3.434964 0.0 0.0 0.0
C 1.590684 2.598262 -2.632964 0.0 0.0 0.0
Ge 1.955195 0.865287 -1.765228 -0.3 0.1 0.1
C 3.395929 1.319857 -0.458575 0.0 0.0 -0.1
C 4.333676 2.300092 -0.792010 0.0 0.0 0.0
C 5.363661 2.646603 0.072938 0.0 0.0 0.0
C 5.480566 2.018718 1.306152 0.0 0.0 0.0
C 4.559097 1.044840 1.660747 0.0 0.0 0.0
C 3.536017 0.706861 0.783506 -0.1 0.0 0.1
C 2.951029 -0.148446 -3.168844 0.0 0.0 0.0
C 2.882635 0.298789 -4.464535 0.0 0.0 0.0
C 3.560685 -0.352743 -5.518521 0.0 0.0 0.0
C 4.316687 -1.462057 -5.278108 0.0 0.0 0.0
C 4.402182 -1.986911 -3.966061 0.0 0.0 0.0
C 5.149970 -3.158059 -3.685283 0.0 0.0 0.0
C 5.195458 -3.680889 -2.424851 0.0 0.0 0.0
C 4.482370 -3.055031 -1.379745 0.0 0.0 0.0
C 3.762802 -1.920105 -1.623687 0.0 0.0 0.0
C 3.705176 -1.335821 -2.915102 0.0 0.0 0.0
H 2.457222 2.978147 -3.180077 0.0 0.0 0.0
H 1.301531 3.332361 -1.878066 0.0 0.0 0.0
H 0.758904 2.476220 -3.327124 0.0 0.0 0.0
H 4.261656 2.807081 -1.747467 0.0 0.0 0.0
H 6.072282 3.415367 -0.214076 0.0 0.0 0.0
H 6.275719 2.295227 1.988624 0.0 0.0 0.0
H 4.626200 0.553316 2.624773 0.0 0.0 0.0
H 2.825606 -0.054797 1.080467 0.0 0.0 0.0
H 2.276990 1.164043 -4.701400 0.0 0.0 0.0
H 3.470503 0.037556 -6.525899 0.0 0.0 0.0
H 4.843959 -1.966462 -6.081070 0.0 0.0 0.0
H 5.680059 -3.639643 -4.500634 0.0 0.0 0.0
H 5.766172 -4.580611 -2.226778 0.0 0.0 0.0
H 4.502845 -3.479313 -0.382786 0.0 0.0 0.0
H 3.208836 -1.448833 -0.823769 0.0 0.0 0.0
Te -1.698018 5.190448 -0.062231 0.0 0.1 0.0
Cl -0.733067 -0.103434 -3.956644 0.0 0.0 0.0
```
Positions in Å, forces in eV/Å.

Calculated values
multiplicity: 2
ΔE to the lowest compared entry with this formula, charge and spin: 72.59 kJ/mol
total charge: -2
<S²>: 0.76


Number 1: E -2444.9468 Ha. Number 2: E -5330.5045 Ha.